No. 1
C25H22Cl8FeN2OSSi | the ωB97M-V functional and the def2-TZVPD basis

Element x y z (Å)
Fe  -1.22  0.03  0.63
Cl  2.80  4.96  -0.50
Cl  -2.29  1.09  2.75
Cl  -3.97  4.40  4.36
Cl  -0.21  5.73  -0.46
Cl  -2.36  3.59  0.14
Cl  1.33  -0.09  0.84
Cl  3.66  2.00  0.17
Cl  -1.76  -2.59  6.55
S  -3.97  6.14  1.94
Si  -0.75  -2.20  -0.28
O  -5.10  1.77  2.59
N  -3.02  -0.19  -0.19
N  -5.02  -0.19  0.70
C  -0.74  -2.52  1.59
C  -3.78  0.77  -0.82
C  -4.54  4.77  2.78
C  0.82  -2.69  -1.16
C  -2.20  -3.12  -1.05
C  -3.82  -0.76  0.71
C  -2.82  -1.68  5.53
C  1.00  1.53  0.28
C  -5.02  0.79  -0.28
C  -4.19  -1.85  5.61
C  -5.45  4.04  2.06
C  2.01  2.45  0.07
C  -5.68  4.64  0.79
C  1.62  3.76  -0.21
C  -2.28  -0.77  4.63
C  -0.35  1.77  0.21
C  -0.71  3.10  0.01
C  0.26  4.09  -0.21
C  -4.51  -0.19  3.85
C  -3.12  -0.05  3.81
C  -4.96  5.77  0.60
C  -5.00  -1.11  4.78
C  -5.56  0.51  3.00
C  -6.09  2.80  2.57
C  -5.98  -0.34  1.77
H  1.70  -2.13  -0.86
H  0.98  -3.75  -0.92
H  -6.08  -1.23  4.87
H  -5.88  1.39  -0.49
H  -4.60  -2.55  6.33
H  -1.81  -3.98  -1.59
H  -6.45  0.61  3.62
H  -3.56  -1.56  1.38
H  -3.38  1.37  -1.62
H  0.71  -2.62  -2.24
H  -4.95  6.41  -0.27
H  -1.10  -3.54  1.74
H  -6.97  -0.07  1.41
H  -1.39  -1.90  2.22
H  -2.78  -2.52  -1.75
H  -6.37  4.24  0.06
H  -6.46  2.94  3.59
H  0.27  -2.43  2.01
H  -1.21  -0.62  4.59
H  -6.01  -1.40  2.05
H  -6.94  2.52  1.93
H  -2.88  -3.50  -0.28

Properties
⟨S²⟩: 0.952
2S+1: 2
lowest unoccupied orbital energy (alpha / beta): -3.4 / -3.9 eV
total charge: +1

These are the Löwdin partial charges, in e, on atoms 1 to 2:
1. Fe 0.23
2. Cl 0.72

No. 2
C25H22F3NO2S | the ωB97M-V functional and the def2-TZVPD basis

Element x y z (Å)
S  0.83  0.69  2.32
F  3.27  -0.04  3.12
F  2.13  -1.76  2.31
F  1.68  -0.99  4.27
O  1.51  1.54  1.38
O  0.28  1.27  3.50
N  3.86  0.35  -0.74
C  2.85  -0.21  -0.04
C  -3.38  1.36  2.72
C  -2.61  -1.70  -2.46
C  -4.16  0.25  3.10
C  1.51  0.16  -3.44
C  -2.60  -1.19  1.91
C  -2.24  1.17  1.94
C  -1.71  -0.12  1.73
C  4.21  1.03  -3.10
C  3.58  1.13  -4.35
C  -0.30  -0.47  1.44
C  -2.84  -0.44  -3.02
C  -0.73  -0.80  -1.20
C  -1.59  -1.86  -1.51
C  2.24  0.72  -4.51
C  2.03  -0.60  3.04
C  5.20  0.53  -0.20
C  1.70  -0.39  -0.82
C  2.08  0.08  -2.17
C  -3.77  -1.04  2.65
C  -1.04  0.47  -1.70
C  0.47  -0.97  -0.33
C  -5.43  0.39  3.91
C  3.44  0.53  -2.05
C  -2.06  0.66  -2.65
H  5.10  0.86  0.84
H  0.62  -2.02  0.04
H  -2.27  -2.17  1.56
H  -2.22  1.64  -3.11
H  5.84  -0.38  -0.22
H  -3.20  -2.56  -2.78
H  3.06  -0.50  0.98
H  -0.42  1.33  -1.42
H  -0.01  -1.39  2.05
H  -1.42  -2.85  -1.08
H  1.77  0.80  -5.49
H  5.23  1.40  -2.93
H  -1.73  2.02  1.53
H  4.12  1.54  -5.21
H  5.69  1.32  -0.77
H  -5.64  1.44  4.14
H  -5.43  -0.16  4.87
H  -3.62  -0.32  -3.78
H  -6.31  0.03  3.36
H  0.50  -0.21  -3.58
H  -4.38  -1.93  2.89
H  -3.69  2.35  3.07

Properties
lowest unoccupied orbital energy: 0.3 eV

These are the Löwdin partial charges, in e, on atoms 1 to 2:
1. S 0.76
2. F 0.10

Energy above the lowest of the compared OMol25 structures with the same formula, charge and spin across the listed records, respectively: 51.7 32.3 kcal/mol.
Molecular weight across the listed records, respectively: 766.09 457.52 g mol⁻¹.